No. 1
Here is a structure of composition C2Br2ClF3 from OMol25. Energies are from ωB97M-V/def2-TZVPD.

Cartesian coordinates (Å):
C1 1.59599 1.07840 0.79860
C2 -1.63319 -0.76925 -0.75766
F1 2.37563 0.64773 -0.23124
F2 0.73530 0.06518 1.13356
F3 2.42918 1.42837 1.75858
Cl1 -1.28862 0.63198 -1.65236
Br1 -1.13459 -2.37231 -1.51478
Br2 -3.07969 -0.71010 0.46530

Results
- HOMO (spin up / spin down): -10.743 / -8.352 eV
- Total energy: -162829.9865 eV
- Energy relative to the best compared isomer or geometry (same formula, charge and spin): 68.7 kcal/mol

No. 2
Here is a cluster of 15 separate species, C49H118BO22 in total from OMol25. Energies are from ωB97M-V/def2-TZVPD.

Cartesian coordinates (Å):
O1 1.11748 -1.65794 -2.41118
C1 0.88926 -0.81326 -1.59711
O2 -0.12406 -0.66925 -0.79707
B1 0.00457 0.56269 0.03046
O3 1.35158 1.07492 -0.30335
C2 1.84501 0.36853 -1.31282
O4 2.89634 0.61424 -1.83634
O5 -0.12187 0.22247 1.46345
C3 -1.21540 0.78894 1.93595
O6 -1.68493 0.59669 3.01984
C4 -1.83023 1.64318 0.82752
O7 -1.03475 1.58623 -0.21891
O8 -2.85004 2.25272 0.95622
C5 -4.07922 2.62410 -2.53493
C6 -4.13945 1.42104 -3.46347
O9 -3.13156 1.35449 -4.43993
C7 -1.90278 0.76237 -4.05596
C8 -1.94130 -0.74439 -4.30669
H1 -3.21992 2.48454 -1.87338
H2 -3.97168 3.58702 -3.03483
H3 -4.97218 2.70019 -1.91117
H4 -4.17171 0.47789 -2.89598
H5 -5.09746 1.37374 -3.99149
H6 -1.17944 1.21195 -4.73761
H7 -1.62748 1.04236 -3.03472
H8 -1.96354 -0.98073 -5.37292
H9 -2.89276 -1.12327 -3.92236
H10 -1.13697 -1.33826 -3.87147
C9 -6.72012 4.09963 1.11421
C10 -6.37492 2.63057 0.89905
O10 -7.03887 2.21235 -0.28521
C11 -6.68460 0.87113 -0.52065
C12 -7.15721 0.42886 -1.90565
H11 -6.17054 4.70751 0.39371
H12 -7.78799 4.27786 0.98785
H13 -6.45428 4.49543 2.09671
H14 -5.29234 2.51296 0.78943
H15 -6.70533 2.00715 1.73843
H16 -5.60329 0.72187 -0.63824
H17 -7.05357 0.19423 0.25206
H18 -8.22630 0.19796 -1.90001
H19 -6.60978 -0.46725 -2.19418
H20 -7.02575 1.23657 -2.62427
C13 -5.25704 0.35283 6.77776
C14 -4.96047 0.71913 5.34628
O11 -4.48117 2.06764 5.34629
C15 -4.30039 2.62007 4.05879
C16 -3.35561 3.80079 4.17899
H21 -5.75411 -0.62035 6.81446
H22 -4.32775 0.19591 7.32914
H23 -5.87333 1.11077 7.25438
H24 -4.18058 0.09525 4.90307
H25 -5.89325 0.75223 4.77111
H26 -3.83222 1.91886 3.35800
H27 -5.27720 2.92585 3.66691
H28 -3.24431 4.28760 3.20789
H29 -2.40237 3.47640 4.59151
H30 -3.75575 4.59125 4.81980
C17 0.69521 -9.02027 -1.82427
C18 -0.23654 -8.23369 -0.90882
O12 -0.76453 -7.05711 -1.48511
C19 0.20063 -6.02185 -1.56408
C20 -0.49749 -4.70993 -1.82878
H31 1.66741 -8.54297 -1.97313
H32 0.93781 -9.93428 -1.27631
H33 0.27145 -9.17226 -2.81535
H34 -1.07536 -8.86915 -0.62695
H35 0.32512 -8.01325 0.00693
H36 0.79570 -5.92775 -0.64429
H37 0.96892 -6.25505 -2.31226
H38 -1.02271 -4.42667 -0.91996
H39 -1.12558 -4.74546 -2.72137
H40 0.24007 -3.96101 -2.12695
C21 -0.38965 3.84920 -3.30545
C22 0.47345 5.11230 -3.28015
O13 1.77577 4.77654 -3.72252
C23 2.67425 4.29471 -2.72831
C24 3.96071 3.88888 -3.43624
H41 -0.13981 3.20563 -2.45503
H42 -1.46631 4.00778 -3.21805
H43 -0.20617 3.27468 -4.21063
H44 0.06466 5.78988 -4.03275
H45 0.52924 5.64795 -2.32889
H46 2.83014 5.15851 -2.06958
H47 2.27639 3.42675 -2.19335
H48 3.67230 3.52211 -4.41987
H49 4.40532 3.06972 -2.87744
H50 4.64852 4.72187 -3.57426
C25 2.75238 4.75117 6.65662
C26 2.24008 4.25280 5.32230
O14 2.33108 2.83982 5.33704
C27 1.84769 2.26178 4.12953
C28 2.38161 0.84719 4.06120
H51 2.89940 5.83527 6.59442
H52 2.03552 4.63453 7.46764
H53 3.71620 4.30503 6.89508
H54 1.19661 4.57363 5.21401
H55 2.78494 4.69724 4.48378
H56 0.75445 2.30892 4.11597
H57 2.25463 2.82753 3.28126
H58 3.44618 0.83292 4.29063
H59 2.24510 0.34181 3.10461
H60 1.82739 0.21714 4.76181
C29 -5.76364 -1.33935 2.59847
C30 -4.56188 -0.88258 1.78618
O15 -4.51371 -1.73050 0.66491
C31 -3.30652 -1.73554 -0.06336
C32 -3.41589 -2.61100 -1.29216
H61 -5.79594 -2.43064 2.61566
H62 -5.79371 -0.99201 3.63097
H63 -6.69653 -1.04871 2.10840
H64 -4.61495 0.19764 1.60730
H65 -3.65699 -1.03963 2.38966
H66 -3.04949 -0.71464 -0.37728
H67 -2.48742 -2.10263 0.57130
H68 -2.41872 -2.65881 -1.72997
H69 -4.14073 -2.17045 -1.97843
H70 -3.71621 -3.64186 -1.10174
C33 -1.55803 -0.36988 5.90514
C34 -2.09873 -0.72852 7.27726
C35 -2.98444 -1.97384 7.25235
O16 -0.93661 -1.01032 8.11076
H71 -1.09369 -1.21070 5.38752
H72 -0.87172 0.47038 5.99049
H73 -2.39149 -0.05505 5.27150
H74 -2.57174 0.09081 7.81976
H75 -2.46534 -2.77790 6.72851
H76 -3.89204 -1.76271 6.67887
H77 -3.25634 -2.26324 8.26527
H78 -0.33982 -1.53637 7.56875
C36 3.35324 -1.17831 -5.35743
C37 3.20968 0.34849 -5.33632
C38 1.77935 0.82808 -5.18175
O17 4.06867 0.86728 -4.33227
H79 2.81037 -1.52813 -6.24368
H80 2.87252 -1.59854 -4.47267
H81 4.37909 -1.53588 -5.40526
H82 3.56046 0.75231 -6.29252
H83 1.74150 1.89624 -4.95108
H84 1.24282 0.36641 -4.34506
H85 1.19663 0.63127 -6.08446
H86 3.63344 0.75758 -3.46302
C39 6.56072 1.44714 -2.11355
C40 7.76422 0.66028 -1.56022
C41 9.08154 1.37264 -1.82418
O18 7.63578 0.41151 -0.16926
H87 5.70586 0.77676 -2.15503
H88 6.77504 1.82409 -3.11539
H89 6.35990 2.32488 -1.49843
H90 7.78112 -0.30716 -2.06624
H91 9.44233 1.29775 -2.85197
H92 9.91114 0.97073 -1.23249
H93 9.02983 2.41055 -1.47615
H94 7.61579 1.27606 0.27282
C42 1.08697 -3.13084 0.94192
C43 2.00006 -2.28635 1.81711
O19 3.33770 -2.77747 1.68242
H95 1.46388 -3.13038 -0.08052
H96 0.07974 -2.70827 0.92250
H97 1.01558 -4.17054 1.27012
H98 1.62986 -2.27667 2.84801
H99 2.04120 -1.24711 1.48812
H100 3.34364 -3.64965 2.09392
C44 4.38418 1.96136 0.89379
C45 5.36369 2.78353 1.71796
O20 6.62887 2.80108 1.07064
H101 4.13131 2.44267 -0.05432
H102 3.47033 1.73336 1.43887
H103 4.82926 1.02159 0.55830
H104 5.44623 2.23321 2.66325
H105 5.00172 3.78960 1.94187
H106 7.31162 3.07569 1.68966
C46 4.53396 -3.20029 -1.84840
C47 5.44905 -2.20961 -1.11403
O21 5.63729 -2.62774 0.23445
H107 4.35465 -2.92412 -2.89122
H108 3.57598 -3.14847 -1.32749
H109 4.86601 -4.23797 -1.87115
H110 5.03118 -1.20012 -1.14050
H111 6.42381 -2.19438 -1.60489
H112 4.77740 -2.46520 0.68268
C48 1.44896 -4.13309 -5.19874
C49 0.33920 -3.39473 -5.92437
O22 0.07392 -3.92819 -7.22147
H113 1.13638 -5.14203 -4.92691
H114 1.66488 -3.62662 -4.25695
H115 2.38002 -4.09836 -5.76412
H116 0.63979 -2.34832 -6.05126
H117 -0.56805 -3.42478 -5.31144
H118 -0.66628 -3.43156 -7.57832

Results
- Total charge: -1
- HOMO: -7.488 eV
- Total energy: -98453.2680 eV